--- P ---
{"formula": "C2H6N2O3", "method": "wB97M-V/def2-TZVPD", "e_lumo_ha": 0.02210, "homo_lumo_gap_ev": 10.789, "charge": 0, "e_homo_ev": -10.19, "multiplicity": 1, "symbols": ["C", "C", "N", "N", "O", "O", "O", "H", "H", "H", "H", "H", "H"], "xyz": [[0.305, 0.427, -1.039], [-0.514, 0.220, 0.262], [-0.083, -0.588, 1.156], [-1.195, -2.767, 2.023], [-1.153, -1.840, 2.990], [-2.080, -3.568, 2.242], [-0.386, -2.691, 1.087], [-0.211, 0.553, -1.968], [0.862, 1.262, -0.787], [0.857, -0.540, -1.194], [-1.475, 0.625, 0.515], [-0.519, -0.950, 2.398], [0.897, -0.815, 0.982]]}

***

--- Q ---
{"formula": "C2H6N2O3", "method": "wB97M-V/def2-TZVPD", "e_lumo_ha": 0.01591, "homo_lumo_gap_ev": 11.439, "charge": 0, "e_homo_ev": -11.01, "multiplicity": 1, "smiles": "C/C=N\\[N+](=O)[O-].O", "symbols": ["C", "C", "N", "N", "O", "O", "H", "H", "H", "H", "O", "H", "H"], "xyz": [[0.628, 1.640, -0.724], [0.361, 0.690, 0.395], [-0.640, -0.034, 0.636], [-1.790, 0.043, -0.191], [-2.679, 0.652, 0.303], [-1.761, -0.627, -1.181], [0.110, 1.368, -1.586], [0.206, 2.696, -0.296], [1.782, 1.843, -0.999], [1.180, 0.611, 1.035], [0.884, -2.969, 0.516], [0.586, -2.183, 1.026], [1.134, -3.728, 1.067]]}

***

Energies relative to the minimum, eV: P 0.972; Q 0.000

***

--- P ---
{"formula": "C2H6N2O3", "method": "wB97M-V/def2-TZVPD", "e_lumo_ha": 0.01034, "homo_lumo_gap_ev": 10.178, "charge": 0, "e_homo_ev": -9.90, "multiplicity": 1, "symbols": ["C", "C", "N", "N", "O", "O", "O", "H", "H", "H", "H", "H", "H"], "xyz": [[-1.191, 1.954, 0.067], [-0.322, 0.736, -0.097], [-0.476, -0.190, 0.738], [1.863, -2.150, -0.427], [0.734, -2.368, 0.252], [2.533, -3.098, -0.755], [1.982, -0.981, -0.833], [-1.952, 2.121, 0.963], [-1.860, 2.038, -0.819], [-0.598, 2.900, 0.008], [0.498, 0.513, -0.829], [-1.311, -0.174, 1.306], [0.100, -1.301, 0.426]]}

***

--- Q ---
{"formula": "C2H6N2O3", "method": "wB97M-V/def2-TZVPD", "e_lumo_ha": 0.02510, "homo_lumo_gap_ev": 10.436, "charge": 0, "e_homo_ev": -9.75, "multiplicity": 1, "smiles": "O=CN/C=N\\O.O", "symbols": ["O", "C", "N", "C", "N", "O", "H", "H", "H", "H", "O", "H", "H"], "xyz": [[0.622, -2.052, 0.011], [0.510, -0.853, -0.113], [-0.288, -0.319, -1.029], [-0.642, 1.078, -1.031], [-1.619, 1.569, -1.670], [-2.523, 0.623, -2.199], [1.043, -0.180, 0.537], [-0.640, -0.759, -1.879], [0.000, 1.758, -0.468], [-3.398, 1.095, -2.087], [2.558, -0.543, 3.007], [2.217, 0.040, 3.720], [2.161, -1.456, 3.201]]}

***

--- R ---
{"formula": "C2H6N2O3", "method": "wB97M-V/def2-TZVPD", "e_lumo_ha": 0.02726, "homo_lumo_gap_ev": 10.668, "charge": 0, "e_homo_ev": -9.93, "multiplicity": 1, "smiles": "N[C@H]1OC1=O.NO", "symbols": ["N", "C", "O", "C", "O", "H", "H", "H", "N", "O", "H", "H", "H"], "xyz": [[1.493, 1.259, 1.532], [1.093, 0.210, 0.721], [1.110, 0.351, -0.833], [2.099, -0.240, -0.227], [3.173, -0.617, -0.434], [0.898, 2.020, 1.867], [2.453, 1.542, 1.407], [0.155, -0.125, 1.069], [-2.887, -0.618, -1.186], [-2.000, -1.467, -0.469], [-2.405, -0.377, -2.035], [-2.837, 0.351, -0.666], [-2.344, -2.288, -0.748]]}

***

--- S ---
{"formula": "C2H6N2O3", "method": "wB97M-V/def2-TZVPD", "e_lumo_ha": -0.00388, "homo_lumo_gap_ev": 10.431, "charge": 0, "e_homo_ev": -10.54, "multiplicity": 1, "smiles": "NC(=O)NC=O.O", "symbols": ["N", "C", "O", "N", "C", "O", "H", "H", "H", "H", "O", "H", "H"], "xyz": [[1.396, -0.056, 0.374], [0.980, -1.277, 0.757], [1.671, -2.167, 1.274], [-0.358, -1.545, 0.538], [-1.161, -0.652, -0.123], [-1.288, 0.581, 0.060], [2.311, 0.270, 0.618], [0.616, 0.596, 0.171], [-0.559, -2.456, 0.859], [-1.731, -1.211, -0.907], [-0.239, 2.765, -1.209], [-0.662, 1.963, -0.823], [-0.977, 3.188, -1.589]]}

***

Energies relative to the minimum, eV: P 5.047; Q 2.291; R 3.740; S 0.000

***

--- P ---
{"formula": "C20H22N3PdSeSi", "method": "wB97M-V/def2-TZVPD", "e_lumo_ha": 0.11000, "homo_lumo_gap_ev": 6.404, "charge": -1, "e_homo_ev": -3.41, "multiplicity": 1, "symbols": ["Pd", "C", "C", "N", "C", "C", "C", "C", "C", "C", "C", "C", "C", "N", "C", "H", "H", "H", "H", "H", "H", "H", "H", "C", "Si", "C", "C", "Se", "H", "H", "H", "H", "H", "H", "H", "H", "H", "C", "C", "C", "N", "C", "C", "H", "H", "H", "H", "H"], "xyz": [[0.606, 0.130, -0.577], [-0.253, 0.132, 4.139], [0.773, -0.553, 3.483], [0.670, -1.067, 2.275], [-0.498, -0.913, 1.625], [-1.626, -0.311, 2.227], [-1.468, 0.236, 3.502], [-2.887, -0.282, 1.531], [-3.025, -0.834, 0.312], [-1.914, -1.441, -0.369], [-2.039, -2.070, -1.599], [-0.908, -2.591, -2.214], [0.314, -2.482, -1.570], [0.480, -1.977, -0.333], [-0.622, -1.404, 0.248], [-0.089, 0.550, 5.123], [1.734, -0.684, 3.974], [-2.308, 0.730, 3.976], [-3.728, 0.195, 2.022], [-3.983, -0.819, -0.195], [-3.010, -2.120, -2.078], [-0.962, -3.057, -3.188], [1.219, -2.858, -2.035], [-2.233, 2.956, -0.936], [-0.892, 2.720, -2.238], [-0.893, 4.274, -3.314], [-1.433, 1.289, -3.338], [1.122, 2.421, -1.328], [-3.210, 3.167, -1.386], [-1.973, 3.779, -0.266], [-2.316, 2.051, -0.331], [-1.878, 4.444, -3.762], [-0.161, 4.182, -4.120], [-0.628, 5.153, -2.722], [-2.412, 1.473, -3.793], [-1.488, 0.375, -2.740], [-0.703, 1.118, -4.132], [3.964, -1.596, 2.459], [4.108, -0.341, 1.892], [4.014, -0.223, 0.513], [3.805, -1.254, -0.301], [3.639, -2.446, 0.261], [3.711, -2.672, 1.627], [4.025, -1.730, 3.533], [4.273, 0.540, 2.498], [4.098, 0.748, 0.037], [3.433, -3.269, -0.415], [3.553, -3.667, 2.023]]}

***

--- Q ---
{"formula": "C20H22N3PdSeSi", "method": "wB97M-V/def2-TZVPD", "e_lumo_ha": 0.10756, "homo_lumo_gap_ev": 5.713, "charge": -1, "e_homo_ev": -2.79, "multiplicity": 1, "symbols": ["Pd", "C", "C", "N", "C", "C", "C", "C", "C", "C", "C", "C", "C", "N", "C", "H", "H", "H", "H", "H", "H", "H", "H", "C", "Si", "C", "C", "Se", "H", "H", "H", "H", "H", "H", "H", "H", "H", "C", "C", "C", "N", "C", "C", "H", "H", "H", "H", "H"], "xyz": [[-0.198, -0.127, -0.883], [-2.645, 1.661, 2.153], [-2.014, 2.024, 0.959], [-0.803, 1.634, 0.623], [-0.126, 0.814, 1.464], [-0.661, 0.441, 2.715], [-1.948, 0.883, 3.043], [0.092, -0.421, 3.588], [1.285, -0.915, 3.215], [1.865, -0.583, 1.941], [3.090, -1.106, 1.525], [3.627, -0.710, 0.320], [2.938, 0.238, -0.431], [1.756, 0.737, -0.092], [1.189, 0.304, 1.067], [-3.652, 1.998, 2.363], [-2.520, 2.667, 0.246], [-2.380, 0.591, 3.994], [-0.346, -0.695, 4.541], [1.834, -1.586, 3.867], [3.604, -1.819, 2.161], [4.566, -1.109, -0.040], [3.368, 0.623, -1.351], [-1.587, -2.656, 0.542], [-0.986, -2.682, -1.258], [-1.759, -4.307, -1.885], [0.866, -3.076, -1.280], [-1.804, -1.050, -2.589], [-1.399, -3.617, 1.039], [-2.664, -2.463, 0.551], [-1.106, -1.870, 1.126], [-1.470, -5.164, -1.263], [-1.461, -4.510, -2.918], [-2.849, -4.217, -1.866], [1.083, -3.980, -0.697], [1.460, -2.256, -0.870], [1.198, -3.237, -2.310], [0.140, 4.707, -1.708], [-1.101, 4.117, -1.893], [-1.149, 2.807, -2.345], [-0.068, 2.093, -2.635], [1.112, 2.686, -2.507], [1.274, 3.980, -2.031], [0.221, 5.712, -1.310], [-2.015, 4.660, -1.682], [-2.093, 2.286, -2.480], [1.973, 2.093, -2.800], [2.265, 4.402, -1.922]]}

***

Energies relative to the minimum, eV: P 0.000; Q 0.907

***

--- P ---
{"formula": "C7H15N2", "method": "wB97M-V/def2-TZVPD", "e_lumo_ha": -0.16256, "homo_lumo_gap_ev": 9.558, "charge": 1, "e_homo_ev": -13.98, "multiplicity": 1, "symbols": ["C", "C", "C", "C", "C", "C", "C", "N", "N", "H", "H", "H", "H", "H", "H", "H", "H", "H", "H", "H", "H", "H", "H", "H"], "xyz": [[-1.594, 0.570, 1.641], [-1.613, -1.402, -1.427], [-1.275, -0.044, 0.516], [1.006, -1.437, 1.858], [0.173, 2.161, -1.492], [1.268, -0.932, 0.409], [0.868, 0.928, -1.221], [-1.803, -0.791, -0.366], [0.516, 0.332, 0.109], [-0.966, 1.084, 2.231], [-2.615, 0.534, 2.012], [-0.721, -1.483, -2.041], [-2.520, -1.949, -1.815], [-0.019, -1.718, 2.199], [1.601, -2.407, 1.969], [1.436, -0.877, 2.643], [-0.893, 1.984, -1.904], [-0.050, 2.842, -0.705], [0.648, 2.888, -2.243], [0.776, -1.722, -0.233], [2.284, -0.789, 0.369], [1.948, 1.013, -1.168], [0.728, 0.038, -1.965], [0.817, 1.177, 0.623]]}

***

--- Q ---
{"formula": "C7H15N2", "method": "wB97M-V/def2-TZVPD", "e_lumo_ha": -0.10476, "homo_lumo_gap_ev": 13.181, "charge": 1, "e_homo_ev": -16.03, "multiplicity": 1, "smiles": "CC(C)(C#N)[N+](C)(C)C", "symbols": ["C", "C", "C", "C", "N", "N", "C", "C", "C", "H", "H", "H", "H", "H", "H", "H", "H", "H", "H", "H", "H", "H", "H", "H"], "xyz": [[0.867, 1.131, -1.496], [0.733, 0.468, -0.100], [0.663, 1.554, 1.119], [1.917, -0.380, 0.042], [2.871, -0.980, 0.141], [-0.401, -0.441, 0.109], [-1.894, 0.137, 0.038], [-0.414, -1.485, -0.977], [-0.306, -1.185, 1.284], [0.126, 2.052, -1.561], [1.929, 1.528, -1.546], [0.802, 0.456, -2.394], [-0.322, 2.167, 1.278], [1.433, 2.400, 0.882], [0.961, 1.107, 2.086], [-2.580, -0.643, 0.082], [-1.959, 0.810, 0.838], [-1.921, 0.784, -0.961], [0.624, -1.964, -0.981], [-1.217, -2.197, -0.645], [-0.721, -1.079, -1.953], [0.583, -1.752, 1.497], [-0.628, -0.542, 2.079], [-1.145, -1.947, 1.138]]}

***

Energies relative to the minimum, eV: P 1.126; Q 0.000